{"formula": "C46H36Cl2N10O5S2Sr", "method": "wB97M-V/def2-TZVPD", "symbols": ["Sr", "Cl", "C", "C", "C", "N", "C", "O", "C", "C", "C", "C", "C", "N", "C", "C", "C", "Cl", "N", "C", "O", "C", "C", "C", "C", "C", "N", "H", "H", "H", "H", "H", "H", "H", "H", "H", "H", "N", "N", "C", "O", "O", "H", "H", "H", "S", "C", "N", "N", "C", "C", "C", "C", "C", "C", "N", "C", "C", "C", "C", "N", "C", "C", "H", "H", "H", "H", "H", "H", "H", "H", "H", "O", "S", "C", "C", "C", "C", "C", "C", "C", "C", "C", "C", "C", "C", "C", "C", "H", "H", "H", "H", "H", "H", "H", "H", "H", "H", "H", "H", "H", "H"], "xyz": [[-0.753, 1.043, -1.063], [0.478, 8.287, -2.694], [0.483, 6.528, -2.760], [0.104, 5.799, -1.635], [0.076, 4.369, -1.679], [-0.283, 3.615, -0.552], [-0.531, 4.222, 0.647], [-0.661, 5.442, 0.891], [-0.643, 3.291, 1.885], [-1.023, 3.901, 3.064], [-1.159, 3.089, 4.190], [-0.932, 1.750, 4.107], [-0.650, 1.254, 2.854], [-0.443, 2.000, 1.767], [0.469, 3.691, -2.915], [0.738, 4.504, -4.012], [0.754, 5.911, -3.968], [1.123, 6.893, -5.408], [0.440, 2.309, -3.035], [1.412, 1.626, -3.566], [2.570, 1.977, -3.723], [1.112, 0.155, -3.948], [1.853, -0.497, -4.921], [1.604, -1.842, -5.137], [0.566, -2.546, -4.503], [-0.188, -1.887, -3.572], [0.122, -0.543, -3.311], [0.049, 6.296, -0.701], [-1.179, 4.928, 3.050], [-1.465, 3.536, 5.187], [-0.923, 1.146, 5.006], [-0.698, 0.191, 2.713], [0.953, 3.969, -4.922], [2.708, -0.004, -5.357], [2.169, -2.417, -5.895], [0.426, -3.588, -4.752], [-1.033, -2.280, -2.971], [1.876, 0.837, -0.516], [1.967, 0.054, 0.630], [1.021, -0.981, 0.889], [1.372, -1.873, 1.685], [-0.123, -0.881, 0.363], [2.391, 0.479, -1.285], [2.177, 1.758, -0.325], [2.868, -0.331, 0.778], [-3.952, -3.106, -2.681], [-3.306, -1.635, -2.263], [-2.654, -0.712, -2.055], [-5.429, 2.570, 4.822], [-6.187, 2.295, 5.936], [-6.168, 2.666, 7.272], [-7.135, 2.131, 8.174], [-8.182, 1.286, 7.644], [-8.132, 0.888, 6.324], [-7.135, 1.358, 5.459], [-6.921, 1.058, 4.140], [-5.892, 1.734, 3.768], [-5.187, 1.800, 2.495], [-4.490, 2.978, 2.173], [-3.569, 2.917, 1.147], [-3.320, 1.781, 0.501], [-4.038, 0.673, 0.703], [-5.067, 0.676, 1.663], [-4.639, 3.194, 4.842], [-5.522, 3.422, 7.715], [-7.105, 2.460, 9.207], [-8.929, 0.905, 8.288], [-8.816, 0.118, 5.902], [-4.636, 3.915, 2.696], [-3.057, 3.814, 0.813], [-3.798, -0.255, 0.118], [-5.627, -0.230, 1.897], [2.579, -1.521, -1.749], [3.799, -2.084, -1.217], [4.386, -3.253, -2.481], [5.850, -3.309, -2.456], [6.579, -2.235, -2.926], [7.944, -2.350, -3.124], [8.589, -3.499, -2.736], [7.863, -4.511, -2.161], [6.510, -4.430, -2.022], [3.375, -3.310, 0.108], [2.484, -4.430, -0.312], [1.191, -4.204, -0.812], [0.492, -5.290, -1.304], [0.907, -6.598, -1.206], [2.094, -6.840, -0.569], [2.917, -5.767, -0.229], [3.936, -2.807, -3.427], [3.899, -4.260, -2.330], [6.038, -1.326, -3.233], [8.489, -1.521, -3.563], [9.601, -3.711, -2.998], [8.371, -5.428, -1.904], [5.917, -5.263, -1.690], [2.844, -2.716, 0.879], [4.305, -3.702, 0.530], [0.818, -3.154, -0.884], [-0.578, -5.170, -1.660], [0.252, -7.386, -1.694], [2.389, -7.892, -0.435], [3.861, -5.911, 0.329]], "forces_ev_per_angstrom": [[-0.27, -0.38, -0.08], [0.05, -0.14, 0.30], [-0.34, 0.15, -0.35], [1.10, -1.18, -1.37], [-0.05, 0.79, -0.01], [0.10, 0.08, 1.23], [0.59, -0.20, -1.20], [-0.13, -0.63, 0.33], [0.11, 1.39, -1.23], [0.11, -1.92, 0.87], [-0.45, 2.29, 1.33], [0.18, -0.20, 0.25], [0.04, -0.75, -0.49], [-0.60, -1.06, 0.04], [-0.42, 1.08, 1.20], [0.25, 0.50, -0.23], [0.03, -0.57, 0.02], [-0.15, -0.75, 0.48], [-2.03, 0.30, 0.65], [-0.17, -1.18, 0.09], [1.85, 0.43, -0.74], [-2.03, -1.53, 0.92], [0.62, -0.57, 0.32], [-0.21, -0.67, -0.83], [0.65, 0.12, -0.32], [0.64, 3.14, 0.81], [0.01, -0.31, -0.21], [-0.53, 0.25, 0.38], [-0.31, 1.63, 0.10], [0.48, -0.43, -1.24], [-0.31, -0.28, -0.28], [0.60, -0.45, -0.27], [0.15, 0.19, -0.34], [-0.06, 0.15, -0.23], [-0.09, 0.54, 0.45], [-0.18, -0.07, 0.10], [0.77, 0.15, -0.61], [-1.29, -0.08, 0.16], [-0.15, -0.58, 0.51], [-1.14, 0.23, -0.04], [0.47, 0.24, 0.08], [0.29, 0.30, -0.19], [0.43, -0.64, -0.75], [0.20, 1.14, 0.34], [1.03, -0.14, 0.36], [-0.30, 0.21, 0.15], [-0.46, -2.22, -0.77], [0.61, 2.24, 0.89], [0.00, -0.31, -0.03], [-0.62, -0.75, -0.71], [-0.95, 0.10, 1.89], [-0.35, -0.02, -2.47], [2.26, 0.94, 0.18], [-0.39, -0.98, -0.91], [-0.25, 0.32, 1.25], [-0.42, -0.88, -0.37], [0.47, 1.90, 1.30], [0.31, -0.04, -0.66], [-0.02, -0.55, -0.07], [-0.66, -0.28, -0.20], [0.63, -0.56, -1.08], [-0.63, 0.06, 0.36], [0.66, -0.04, 0.57], [0.11, -0.28, -0.40], [0.31, -0.23, -0.47], [-0.14, -0.16, -0.11], [-0.67, -0.34, 0.59], [0.31, 0.79, 0.50], [-0.05, -0.11, 0.12], [0.19, -0.17, 0.06], [-0.13, 1.18, 0.48], [0.14, 0.26, -0.11], [-1.93, 0.63, -0.79], [1.65, -1.26, 1.24], [-1.95, -0.50, -0.71], [-0.02, 0.31, -0.37], [-0.07, 0.79, -0.62], [-0.07, 0.95, 0.08], [0.01, -0.31, -0.32], [0.79, -0.95, 0.19], [-0.64, -0.36, 0.00], [-0.22, 0.05, 0.16], [-0.38, -0.71, -0.58], [0.56, 0.98, -0.28], [-2.92, 0.66, -0.36], [-1.01, -0.68, -0.88], [1.05, -0.95, -0.32], [0.29, 0.42, 1.32], [0.74, -0.47, 1.07], [0.49, 1.04, -0.14], [0.35, -0.42, 0.12], [0.00, -0.10, -0.03], [0.72, 0.28, 0.08], [0.07, -0.15, 0.14], [-0.02, -0.31, 0.26], [0.22, 0.01, -0.23], [0.14, 0.20, -0.16], [0.09, -1.10, 0.16], [1.48, 0.31, 0.14], [1.00, 0.84, 1.04], [0.23, 0.61, 0.09], [-0.40, -0.26, -0.59]], "e_above_lowest_ev": 0.8439, "homo_ha": -0.0863, "e_tot_ev": -120982.7240, "max_force_ev_per_a": 3.30, "e_lumo_ha": 0.1206, "spin_multiplicity": 1, "total_charge": -2, "gap_ev": 5.631}

***

{"formula": "C10H15ClSSi", "method": "wB97M-V/def2-TZVPD", "symbols": ["C", "C", "C", "C", "C", "C", "C", "C", "C", "C", "Si", "S", "Cl", "H", "H", "H", "H", "H", "H", "H", "H", "H", "H", "H", "H", "H", "H", "H"], "xyz": [[-4.589, -0.344, 0.206], [-4.447, 0.324, -1.010], [-3.454, -0.633, 0.926], [-3.224, 0.692, -1.429], [-2.203, -0.243, 0.530], [-2.092, 0.471, -0.626], [4.364, -1.169, -0.875], [1.405, 1.860, 1.529], [2.977, -0.686, -1.354], [1.560, 0.344, 1.678], [1.668, -0.591, -0.003], [-0.641, 1.203, -1.230], [0.653, -2.330, -0.070], [-5.472, -0.784, 0.485], [-5.338, 0.473, -1.695], [-3.673, -1.336, 1.799], [-3.248, 1.282, -2.406], [-1.194, -0.348, 1.045], [4.860, -1.652, -1.706], [4.910, -0.326, -0.535], [4.371, -1.845, -0.070], [1.098, 2.241, 2.426], [2.369, 2.410, 1.175], [0.504, 2.111, 0.834], [2.595, -1.558, -2.099], [2.887, 0.309, -1.949], [0.801, -0.092, 2.317], [2.552, 0.216, 2.108]], "forces_ev_per_angstrom": [[1.85, 0.56, -1.23], [-2.65, -0.59, -0.29], [-1.23, -2.17, 2.25], [0.28, 1.66, -1.77], [2.17, 0.29, 0.89], [-0.07, 0.83, -1.86], [-0.55, 1.16, -1.28], [-0.18, 0.46, -3.72], [-1.37, -0.92, -1.76], [1.35, 0.07, -1.39], [-2.30, 1.65, -0.78], [2.26, -0.87, 0.35], [-0.09, -0.52, 0.36], [-2.13, -0.67, 0.70], [1.11, -0.07, 1.04], [0.88, 1.22, -0.93], [0.86, -0.96, 1.41], [-1.86, -0.36, -0.12], [0.37, 0.08, -0.12], [0.89, 0.77, 0.14], [-0.47, -1.09, 1.02], [-0.33, 1.11, 2.58], [-1.74, -1.07, 0.52], [1.86, -0.42, 0.82], [0.34, 2.24, 1.74], [0.72, -1.69, 0.97], [-0.07, -0.22, -0.07], [0.08, -0.48, 0.50]], "e_above_lowest_ev": 1.3711, "homo_ha": -0.2600, "e_tot_ev": -41847.5501, "max_force_ev_per_a": 3.75, "e_lumo_ha": -0.0116, "spin_multiplicity": 1, "gap_ev": 6.758}

***

{"formula": "C8H11O2", "method": "wB97M-V/def2-TZVPD", "symbols": ["O", "H", "H", "O", "C", "C", "C", "C", "C", "C", "C", "C", "H", "H", "H", "H", "H", "H", "H", "H", "H"], "xyz": [[2.571, 2.845, 2.495], [1.931, 3.585, 2.478], [2.162, 1.989, 2.218], [2.285, 0.403, 1.837], [3.451, 0.027, 1.591], [4.265, -0.484, 2.622], [5.494, -1.050, 2.324], [5.914, -0.999, 0.987], [5.153, -0.472, -0.039], [3.925, 0.069, 0.252], [2.986, 0.534, -0.758], [5.770, -0.499, -1.427], [3.860, -0.567, 3.598], [6.105, -1.506, 3.099], [6.904, -1.402, 0.731], [3.412, 0.531, -1.752], [2.059, -0.032, -0.846], [2.650, 1.549, -0.572], [5.120, -0.103, -2.214], [6.696, 0.105, -1.454], [6.050, -1.525, -1.731]], "forces_ev_per_angstrom": [[-0.32, 0.66, -0.01], [0.40, -1.06, -0.10], [-0.07, 1.04, 0.29], [-0.45, -0.37, 0.06], [-0.80, 0.30, 0.31], [1.73, -1.35, 0.13], [-0.84, 0.66, -0.03], [1.31, -0.70, 0.81], [0.15, 0.44, -1.05], [0.43, -0.81, -0.59], [-0.77, 0.81, -1.34], [0.26, -0.05, -0.34], [-0.36, 0.23, 0.75], [-0.07, 0.10, -0.20], [-0.42, 0.10, 0.12], [0.12, 0.04, -0.11], [0.06, -0.31, 0.42], [0.02, 0.25, 0.22], [0.15, -0.13, 0.29], [-0.38, -0.26, 0.11], [-0.14, 0.40, 0.25]], "e_above_lowest_ev": 0.2782, "homo_ha": [-0.3213, -0.3497], "e_tot_ev": -12568.1873, "max_force_ev_per_a": 2.20, "e_lumo_ha": [0.0311, -0.0745], "spin_multiplicity": 2, "gap_ev": [9.587, 7.489]}

***

{"formula": "H17O9", "method": "wB97M-V/def2-TZVPD", "symbols": ["O", "H", "O", "H", "H", "O", "H", "H", "O", "H", "H", "O", "H", "H", "O", "H", "H", "O", "H", "H", "O", "H", "H", "O", "H", "H"], "xyz": [[-0.259, -0.180, -0.507], [0.236, -0.749, -0.160], [0.624, 2.132, -1.380], [0.008, 1.306, -1.201], [0.144, 2.872, -1.505], [0.660, -2.029, -2.069], [0.257, -1.460, -1.473], [1.122, -2.668, -1.587], [3.025, -0.263, -1.100], [2.921, 0.244, -0.355], [2.093, -0.321, -1.337], [0.836, 2.240, 1.861], [0.343, 1.955, 1.169], [1.562, 1.676, 1.745], [-2.605, -1.751, -0.172], [-3.170, -1.206, 0.224], [-1.928, -1.109, -0.277], [0.846, -0.797, 3.121], [0.920, -1.314, 3.859], [0.398, -1.567, 2.522], [-1.940, 0.392, -2.353], [-2.032, 1.309, -2.431], [-1.440, 0.038, -1.643], [-1.234, 0.405, 1.812], [-0.882, 0.249, 0.948], [-0.506, 0.594, 2.287]], "forces_ev_per_angstrom": [[-6.39, 7.19, -4.15], [6.53, -7.05, 5.03], [1.41, -5.11, 0.93], [1.71, 1.60, -0.16], [-2.63, 3.67, -0.62], [0.76, -1.12, -3.53], [-1.74, 2.02, 1.45], [1.07, -1.48, 1.09], [0.07, -1.81, -2.24], [0.21, 2.18, 2.99], [-0.24, -0.32, -0.86], [1.29, 2.19, 3.31], [-2.99, -0.81, -3.59], [2.03, -1.03, 0.23], [2.27, -3.95, -2.03], [-4.51, 3.03, 2.84], [2.17, 0.55, -0.59], [-1.71, -1.65, -5.03], [0.66, -1.65, 3.66], [1.31, 3.22, 1.51], [-2.00, -1.63, -2.55], [0.31, 1.77, 0.50], [1.31, 0.13, 1.38], [-4.80, -0.64, -0.72], [0.28, -0.39, -1.92], [3.61, 1.10, 3.05]], "e_above_lowest_ev": 3.6416, "homo_ha": -0.2429, "e_tot_ev": -18702.8834, "max_force_ev_per_a": 10.84, "e_lumo_ha": 0.1062, "spin_multiplicity": 1, "total_charge": -1, "gap_ev": 9.500}

***

{"formula": "C12H11BrOS", "method": "wB97M-V/def2-TZVPD", "symbols": ["C", "C", "C", "C", "C", "C", "C", "C", "C", "C", "C", "C", "O", "S", "Br", "H", "H", "H", "H", "H", "H", "H", "H", "H", "H", "H"], "xyz": [[0.777, -2.284, -0.394], [1.904, -1.946, -0.688], [-1.993, 2.676, -0.713], [-1.406, 1.645, -1.438], [-2.350, 2.387, 0.638], [-1.287, 0.403, -0.953], [-2.081, 1.128, 1.196], [-1.668, 0.108, 0.426], [2.459, -0.076, 2.346], [2.337, 0.107, 1.028], [-0.594, -2.582, -0.166], [3.216, -1.511, -0.822], [3.702, -0.639, -1.686], [-1.451, -1.502, 1.117], [1.895, 1.688, 0.174], [-2.166, 3.565, -1.238], [-1.219, 1.991, -2.426], [-2.697, 3.083, 1.360], [-1.030, -0.362, -1.621], [-2.119, 1.105, 2.288], [2.062, 0.653, 2.976], [2.506, -1.093, 2.648], [-1.320, -2.412, -1.085], [-0.839, -3.653, 0.201], [3.997, -1.941, -0.391], [3.135, 0.092, -1.938]], "forces_ev_per_angstrom": [[-0.52, -0.05, -0.30], [1.55, 0.64, -0.08], [-0.45, -1.82, 2.97], [-1.13, 2.21, -0.17], [1.20, -0.14, -1.66], [-1.06, -1.34, 2.56], [-0.41, 1.96, 1.11], [1.98, -1.22, -3.39], [-0.75, -0.91, -3.05], [-0.01, 0.94, 2.12], [-3.41, -0.47, -0.61], [-3.15, -0.26, -1.66], [0.64, 1.38, -1.23], [0.17, -0.50, 0.44], [0.00, 0.14, -0.27], [-0.31, 1.43, -0.10], [0.64, -0.74, -0.98], [-0.42, 0.99, 0.04], [0.68, -1.09, -0.56], [-0.36, -0.59, -0.32], [-0.10, 1.23, 1.29], [0.48, -0.70, 0.60], [1.90, -0.56, 1.43], [0.66, 1.78, -0.50], [2.77, -2.32, 2.28], [-0.58, 0.00, 0.04]], "homo_ha": [-0.2492, -0.3002], "e_tot_ev": -95539.6847, "max_force_ev_per_a": 4.27, "e_lumo_ha": [0.0219, -0.0453], "spin_multiplicity": 3, "gap_ev": [7.378, 6.936]}